[1]
Here is a 2-piece molecular cluster, C2H9N5O overall in a non-equilibrium geometry from the Open Molecules 2025 dataset. Energies are from ωB97M-V/def2-TZVPD.

Results
**Molecular weight**: 119.13 g mol⁻¹
**HOMO level**: -7.942 eV
**Calculated total energy**: -11713.5212 eV
**F_max**: 0.0749 Eh/bohr
**Structure (SMILES)**: C/C(O)=N\NN.[H]/N=N/[H]
**Gap between HOMO and LUMO**: 8.43 eV

Structure (XYZ):
```
17
Properties=species:S:1:pos:R:3:nbo_charge:R:1
O -0.450 1.891 -0.650 -0.690
N 0.618 -2.436 -0.446 -0.648
N -3.002 -0.189 0.683 -0.306
N 0.235 -0.227 -0.114 -0.385
N -3.095 0.604 -0.300 -0.337
N 0.987 -1.287 0.263 -0.314
C 1.979 1.364 0.250 -0.723
C 0.524 0.999 -0.073 0.501
H 0.487 -3.198 0.277 0.345
H 2.370 2.411 0.378 0.251
H -2.054 -0.681 0.760 0.329
H -0.302 -2.142 -0.767 0.361
H 2.325 0.851 1.221 0.225
H -1.150 1.263 -0.868 0.500
H 2.645 0.981 -0.487 0.228
H 1.998 -0.999 0.248 0.339
H -4.115 0.796 -0.378 0.325
```

---

[2]
Here is an isolated ion of composition C2H9N6 and charge +1 in a non-equilibrium geometry from the Open Molecules 2025 dataset. Energies are from ωB97M-V/def2-TZVPD.

Results
**Molecular weight**: 117.14 g mol⁻¹
**HOMO level**: -14.221 eV
**Calculated total energy**: -11148.3078 eV
**F_max**: 0.1132 Eh/bohr
**Structure (SMILES)**: [H]/N=C1/CN[N@H+](N)N1N
**Gap between HOMO and LUMO**: 10.16 eV
**Net charge**: +1

Structure (XYZ):
```
17
Properties=species:S:1:pos:R:3:nbo_charge:R:1
N -2.681 0.119 0.195 -0.610
N 1.970 0.317 0.551 -0.604
N 0.857 0.021 -0.119 0.035
N -0.305 0.679 0.258 -0.177
N 0.444 -1.652 -0.237 -0.397
N -0.402 1.939 -0.372 -0.647
C -1.468 -0.160 0.164 0.438
C -0.978 -1.623 -0.054 -0.344
H 0.893 -2.051 0.569 0.367
H -1.384 2.164 -0.528 0.380
H 0.901 -0.091 -1.187 0.451
H -0.287 2.776 0.288 0.385
H -1.394 -1.735 -1.006 0.240
H 1.833 0.674 1.532 0.430
H -2.984 1.047 0.602 0.385
H 2.617 -0.456 0.349 0.409
H -1.394 -2.310 0.629 0.260
```

---

Energy above the lowest of the compared OMol25 structures with the same formula, charge and spin for every record listed, in sequence, given in kcal/mol: 138.1 87.4.